The following is a DFT calculation (ωB97M-V/def2-TZVPD) of a single C25H35FN2O3 molecule.

XYZ file:
```
66
Properties=species:S:1:pos:R:3:forces:R:3
C 6.596548 -2.616853 0.305554 0.403 -5.604 -4.141
H 7.379836 -3.090282 -0.495182 -1.722 0.932 2.106
O 5.533634 -2.245965 -0.530664 -2.328 -0.149 -0.041
C 4.369537 -1.820835 0.134218 -0.422 -0.994 -8.129
C 4.358467 -1.599344 1.342854 -2.412 3.857 12.476
C 3.146285 -0.955879 2.119929 0.187 -2.645 -5.853
C 1.948304 -0.806885 1.516003 1.594 1.324 -4.748
C 1.972732 -1.066788 -0.121049 0.282 -0.752 3.911
C 3.087559 -1.590524 -0.694171 1.863 -0.503 2.569
O 3.168734 -2.060936 -1.936733 -0.125 2.021 -1.971
C 3.887481 -1.051568 -2.772455 3.874 -8.229 -1.440
H 3.548349 -0.097458 -2.880734 -0.688 2.686 0.738
H 5.025021 -1.514922 -2.641181 -2.322 2.894 0.297
H 3.807513 -1.572635 -3.750079 -0.611 0.788 0.027
O 0.769034 -0.955421 -0.727353 2.795 5.311 11.479
C 0.436104 -1.500990 -1.752601 -0.334 -3.245 -11.353
H 1.027218 -1.052620 -2.616066 -1.307 0.762 -0.376
H -0.613277 -1.445860 -1.910641 -0.926 -0.237 -0.405
H 0.913354 -2.406452 -2.021037 -0.414 -2.350 0.831
C 0.817947 0.047545 2.107851 1.115 0.460 -7.783
N 0.871435 1.452546 1.964275 2.608 0.793 6.407
C 1.808562 2.036267 3.127822 1.478 2.562 -8.622
H 1.812985 1.542421 3.982990 -1.205 -1.488 4.269
H 2.892393 1.851398 2.781827 -1.050 0.112 0.214
H 1.761448 3.176888 2.895941 -0.361 -1.820 1.887
C 1.100060 2.142772 0.754920 -3.951 0.020 1.751
C -0.260073 1.830027 -0.055244 3.246 17.087 2.304
C -0.128278 2.965412 -1.389565 -5.718 -18.493 -0.228
C -1.551561 2.633739 -2.022945 5.911 -1.052 -3.565
C -2.611938 3.101778 -1.192152 -2.172 6.516 -7.983
N -2.715484 2.622400 -0.015364 -2.466 -5.086 5.839
C -3.585823 1.323020 0.050880 15.115 -2.382 7.624
H -3.594086 1.169624 1.267657 -0.036 0.029 -2.829
C -3.151013 -0.083268 -0.572003 4.696 2.723 0.606
C -4.118249 -1.119562 -0.201360 4.466 3.292 1.808
C -5.219608 -1.019550 -0.890690 -9.565 -5.964 -4.770
C -6.147333 -2.195776 -0.757771 2.108 0.958 6.526
C -5.899712 -2.995988 0.763279 -7.871 0.065 -10.706
C -4.758228 -2.829898 1.254783 2.669 -2.457 8.532
C -3.955702 -1.759315 0.975343 5.002 -1.853 1.527
H -2.849674 -1.844046 1.609842 -3.308 0.966 -2.169
H -4.694690 -3.455081 2.315181 0.623 1.463 -2.639
F -6.882370 -4.021765 0.868402 2.284 1.667 0.895
H -7.136278 -2.482768 -1.116510 0.405 0.628 -0.619
H -5.568938 -0.519448 -1.845479 1.629 0.299 1.347
H -2.976330 0.153496 -1.639112 -0.615 -0.825 0.202
H -2.040781 -0.341001 -0.191549 -2.507 0.445 -0.579
H -4.426519 1.467196 -0.133423 -13.391 3.049 -3.642
C -1.441765 2.637654 0.643573 -0.735 -4.810 4.608
H -1.699134 2.052255 1.727227 0.867 1.564 -2.522
H -1.243114 3.642327 0.957654 0.692 0.644 -0.261
H -3.567673 3.028865 -1.838145 0.913 0.237 1.209
H -2.340750 4.280563 -1.191324 -0.989 -1.742 0.349
H -1.543609 1.544448 -2.328160 -0.183 1.039 0.441
H -1.320920 3.204867 -2.928020 -1.651 -0.021 -0.602
H 0.713585 2.531162 -1.747371 2.270 -1.037 -2.610
H -0.002981 3.796512 -1.203430 1.859 14.764 4.162
H -0.514655 0.974784 -0.253859 -1.953 -9.051 -2.501
H 1.890257 1.829925 0.189048 2.630 -0.908 -1.555
H 1.358941 3.165669 1.255553 -1.151 -0.907 -2.395
H 0.805517 -0.425677 2.932495 -0.992 -1.715 7.141
H -0.007614 -0.273023 1.535820 -1.593 -0.576 -0.451
H 3.275280 -0.589574 3.047750 0.718 0.776 3.253
H 5.064921 -1.594506 2.203134 0.641 -0.693 -1.786
H 7.026495 -1.814976 0.653881 2.372 4.317 2.425
H 6.392638 -3.388134 1.077742 -0.242 0.540 -0.485
```
Forces are in eV/Å.

Output
Lowest unoccupied orbital energy, hartree: 0.010
SMILES string: COc1ccc(CN(C)C[C@@H]2CCCN(CCc3ccc(F)cc3)C2)c(OC)c1OC
E_HOMO, eV: -7.966
Molecular weight, g mol⁻¹: 430.56
Gap between HOMO and LUMO, eV: 8.230
Spin multiplicity: 1
Relative energy (zero: lowest compared OMol25 entry of this formula, charge and spin), kJ/mol: 2113.5
Maximum force, hartree/bohr: 0.376